Entry from the Open Molecules 2025 dataset: a molecular structure, C39H25Cl3N3O4PPd (ωB97M-V/def2-TZVPD).

```
! RIJCOSX wB97M-V def2-TZVPD def2/J DEFGRID3
* xyz -2 3
Pd 0.143 -0.320 -0.075
O 3.660 4.306 2.287
C 2.520 4.397 2.914
O 2.319 5.212 3.795
C 1.452 3.416 2.517
C 0.198 3.343 3.088
Cl -0.517 4.418 4.207
N -0.469 2.307 2.529
N 0.287 1.709 1.596
C 1.438 2.345 1.568
C 2.487 1.879 0.567
O 3.567 2.537 0.553
O 2.217 0.918 -0.167
C -1.764 1.739 2.807
C -2.321 1.748 4.078
C -3.549 1.130 4.284
C -4.214 0.499 3.242
C -3.644 0.490 1.977
C -2.426 1.114 1.761
H 3.664 3.502 1.594
H -1.804 2.192 4.914
H -3.973 1.131 5.281
H -5.162 0.007 3.417
H -4.130 -0.013 1.146
H -1.978 1.101 0.779
C -0.876 -5.540 4.615
C -1.497 -4.313 4.813
C -1.460 -3.349 3.814
C -0.825 -3.589 2.594
C -0.207 -4.824 2.411
C -0.229 -5.790 3.412
P -0.816 -2.195 1.353
C 0.584 -2.731 0.269
C 0.448 -3.646 -0.783
C 1.515 -3.929 -1.617
C 2.752 -3.318 -1.409
C 2.918 -2.444 -0.350
C 1.844 -2.150 0.488
C -2.326 -2.591 0.432
C -3.285 -3.484 0.849
C -4.589 -3.494 0.307
C -4.964 -2.511 -0.607
C -4.060 -1.563 -1.102
C -4.431 -0.460 -1.888
C -3.547 0.616 -2.140
C -2.251 0.642 -1.706
C -1.656 -0.543 -1.042
C -2.623 -1.713 -0.736
H -0.893 -6.294 5.394
H -2.001 -4.105 5.750
H -1.934 -2.384 3.970
H 0.301 -5.031 1.477
H 0.260 -6.744 3.250
H -0.521 -4.102 -0.958
H 1.378 -4.611 -2.450
H 3.580 -3.522 -2.079
H 3.870 -1.953 -0.190
H 1.995 -1.509 1.349
H -3.058 -4.168 1.660
H -5.312 -4.221 0.659
H -6.002 -2.437 -0.926
H -5.465 -0.381 -2.213
H -3.943 1.484 -2.662
H -1.640 1.527 -1.836
Cl 0.795 -0.325 -2.842
C -0.164 -1.485 -3.716
C 0.254 -1.852 -4.977
C -0.380 -2.883 -5.661
C -1.416 -3.559 -5.033
C -1.840 -3.185 -3.773
Cl -3.090 -4.113 -3.001
C -1.273 -2.102 -3.066
N -1.609 -1.754 -1.823
H 1.104 -1.339 -5.412
H -0.050 -3.172 -6.652
H -1.906 -4.394 -5.517
*
```

Values from the calculation:
Gap between HOMO and LUMO (alpha / beta)   4.10 / 5.57 eV
Energy   -103844.7848 eV
Maximum force   0.60 eV/Å

Atomic partial charges in e from the Mulliken method, atoms 1 to 8: -0.847, -0.601, 0.479, -0.666, -0.376, 0.351, -0.177, 0.143

---

Entry from the Open Molecules 2025 dataset: a molecular structure, C39H27F12MnN4O5S in a non-equilibrium geometry (ωB97M-V/def2-TZVPD).

```
! RIJCOSX wB97M-V def2-TZVPD def2/J DEFGRID3
* xyz -2 5
Mn 0.207 -0.060 0.646
C -6.281 -2.249 0.714
C -4.852 -1.944 0.368
C -3.952 -2.964 0.078
C -2.651 -2.681 -0.254
C -2.150 -1.361 -0.303
N -0.828 -1.166 -0.670
C -0.401 -1.809 -1.792
C -1.334 -2.174 -2.798
C -0.993 -2.929 -3.890
C 0.315 -3.361 -4.080
C 0.696 -4.263 -5.218
C 1.271 -2.913 -3.180
C 0.955 -2.139 -2.075
C 2.066 -1.663 -1.141
O 1.850 -0.468 -0.573
C 2.237 -2.756 -0.034
F 3.338 -2.604 0.716
F 2.314 -4.020 -0.521
F 1.185 -2.729 0.787
C 3.455 -1.547 -1.849
F 3.387 -0.962 -3.056
F 4.305 -0.811 -1.134
F 4.104 -2.721 -2.063
C -3.057 -0.335 0.045
C -4.377 -0.642 0.351
C -2.607 1.128 0.034
O -1.375 1.351 -0.377
C -3.610 1.952 -0.861
F -4.017 1.275 -1.950
F -4.756 2.323 -0.231
F -3.083 3.090 -1.322
C -2.716 1.769 1.467
F -2.693 3.115 1.411
F -1.655 1.412 2.204
F -3.805 1.485 2.225
H -6.751 -2.837 -0.076
H -6.847 -1.330 0.849
H -6.329 -2.824 1.641
H -4.280 -3.995 0.118
H -1.967 -3.487 -0.477
H -2.358 -1.849 -2.680
H -1.754 -3.200 -4.612
H -0.143 -4.898 -5.499
H 1.534 -4.898 -4.933
H 0.991 -3.684 -6.095
H 2.293 -3.217 -3.350
H -5.065 0.158 0.588
C 0.702 3.273 -0.922
N 1.073 2.295 0.073
C 2.146 2.442 0.751
C 2.441 1.500 1.765
C 3.508 1.381 2.656
C 3.254 0.244 3.418
C 2.051 -0.283 2.962
N 1.551 0.473 1.973
C 1.674 3.380 -2.062
C 2.117 2.225 -2.700
C 3.007 2.311 -3.756
C 3.469 3.545 -4.187
C 3.032 4.697 -3.558
C 2.137 4.613 -2.504
H 0.577 4.259 -0.451
H -0.272 2.949 -1.301
H 2.834 3.288 0.591
H 4.364 2.028 2.715
H 3.862 -0.165 4.202
H 1.544 -1.161 3.321
H 1.763 1.272 -2.338
H 3.345 1.409 -4.244
H 4.166 3.612 -5.014
H 3.392 5.665 -3.884
H 1.798 5.520 -2.019
O -0.554 -5.045 4.600
S -0.614 -3.637 4.924
O -0.062 -3.303 6.219
N -0.036 -2.701 3.728
C -0.972 -1.972 3.162
O -0.829 -1.171 2.219
C -2.341 -2.168 3.777
C -3.528 -1.545 3.432
C -4.674 -1.852 4.148
C -4.641 -2.769 5.188
C -3.452 -3.395 5.536
C -2.323 -3.075 4.821
H -3.556 -0.848 2.615
H -5.603 -1.363 3.895
H -5.550 -3.006 5.726
H -3.401 -4.107 6.348
*
```

Values from the calculation:
Energy above the lowest of the compared OMol25 structures with the same formula, charge and spin   0.332 eV
Gap between HOMO and LUMO (alpha / beta)   5.81 / 6.49 eV
Energy   -131850.1032 eV
Maximum force   2.08 eV/Å

Atomic partial charges in e from the Mulliken method, atoms 1 to 8: 0.845, -1.860, 1.005, -1.400, 0.644, 0.140, 0.984, 0.061